Record 1
C5H12O | wB97M-V/def2-TZVPD

Values from the calculation:
Kohn-Sham gap in eV: 10.088
Energy relative to the best compared isomer or geometry (same formula, charge and spin) in kcal/mol: 28.46
HOMO in eV: -9.24
Strongest force on any atom in Eh/bohr: 0.0402
Total energy in hartree: -272.9033
SMILES: C=CCCC.O
M in g/mol: 88.15

ORCA input file:
```
! wB97M-V def2-TZVPD RIJCOSX def2/J DEFGRID3
* xyz 0 1
C -2.045 0.216 0.156
C -0.996 0.302 -0.660
C 0.446 0.068 -0.274
C 1.094 1.475 -0.107
C 2.574 1.548 -0.404
H -1.897 -0.036 1.199
H -3.034 0.552 -0.126
H -1.213 0.531 -1.699
H 0.528 -0.530 0.633
H 0.910 -0.552 -1.049
H 0.904 1.738 0.941
H 0.461 2.163 -0.663
H 2.927 2.581 -0.241
H 3.220 1.004 0.277
H 2.778 1.452 -1.472
O -1.187 -2.929 0.928
H -0.557 -3.466 1.438
H -2.047 -3.205 1.231
*
```

=====

Record 2
C5H12O | wB97M-V/def2-TZVPD

Values from the calculation:
Kohn-Sham gap in eV: 9.120
Energy relative to the best compared isomer or geometry (same formula, charge and spin) in kcal/mol: 41.01
HOMO in eV: -8.39
Strongest force on any atom in Eh/bohr: 0.0670
Total energy in hartree: -272.8833
SMILES: CC=C(C)C.O
M in g/mol: 88.15

ORCA input file:
```
! wB97M-V def2-TZVPD RIJCOSX def2/J DEFGRID3
* xyz 0 1
C 1.843 0.645 -0.704
C 0.864 0.497 0.373
C -0.001 -0.468 0.680
C -0.753 -0.209 1.924
C -0.438 -1.655 -0.082
H 1.323 0.804 -1.657
H 2.498 1.607 -0.461
H 2.520 -0.202 -0.837
H 1.011 1.215 1.206
H -1.221 -1.115 2.298
H -1.388 0.695 1.979
H 0.003 -0.030 2.699
H 0.142 -1.858 -0.894
H -1.520 -1.781 -0.376
H -0.272 -2.421 0.651
O -1.209 1.577 -2.025
H -1.360 1.606 -2.927
H -2.042 1.092 -1.846
*
```

=====

Record 3
C5H12O2 | wB97M-V/def2-TZVPD

Values from the calculation:
Kohn-Sham gap in eV: 8.361
Energy relative to the best compared isomer or geometry (same formula, charge and spin) in kcal/mol: 64.73
HOMO in eV: -7.82
Strongest force on any atom in Eh/bohr: 0.0206
Total energy in hartree: -348.1017
SMILES: C/C=C(/O)CCO.[H][H]
M in g/mol: 104.15

ORCA input file:
```
! wB97M-V def2-TZVPD RIJCOSX def2/J DEFGRID3
* xyz 0 1
C 2.414 -0.953 0.120
C 1.650 0.292 0.494
C 0.326 0.493 0.483
O -0.197 1.557 1.135
C -0.612 -0.499 -0.170
C -2.152 -0.367 -0.153
O -2.634 0.916 0.259
H 3.210 -0.769 -0.613
H 2.910 -1.347 1.018
H 1.790 -1.762 -0.276
H 2.227 1.107 0.918
H -1.145 1.609 0.923
H -0.329 -1.316 0.503
H -0.277 -0.745 -1.186
H -2.531 -1.133 0.530
H -2.573 -0.587 -1.145
H -3.411 0.779 0.814
H 1.011 1.359 -1.685
H 0.324 1.367 -1.970
*
```

=====

Record 4
C5H12O2 | wB97M-V/def2-TZVPD

Values from the calculation:
Kohn-Sham gap in eV: 10.954
Energy relative to the best compared isomer or geometry (same formula, charge and spin) in kcal/mol: 41.29
HOMO in eV: -10.00
Strongest force on any atom in Eh/bohr: 0.0075
Total energy in hartree: -348.1390
SMILES: C1CCOC1.CO
M in g/mol: 104.15

ORCA input file:
```
! wB97M-V def2-TZVPD RIJCOSX def2/J DEFGRID3
* xyz 0 1
C 0.967 0.453 -0.380
C -0.121 -0.634 -0.679
C 0.549 -1.905 -0.161
O 1.929 -1.707 -0.382
C 2.171 -0.396 0.082
H 1.191 1.008 -1.294
H 0.767 1.228 0.376
H -0.273 -0.680 -1.760
H -1.107 -0.536 -0.222
H 0.233 -2.819 -0.669
H 0.349 -2.015 0.920
H 2.231 -0.396 1.183
H 3.128 -0.058 -0.318
C -2.290 1.566 0.407
O -1.564 0.871 1.400
H -3.125 0.950 0.051
H -1.679 1.832 -0.468
H -2.686 2.486 0.843
H -0.669 0.754 1.071
*
```

=====

Record 5
C5H12O2 | wB97M-V/def2-TZVPD

Values from the calculation:
Kohn-Sham gap in eV: 9.851
Energy relative to the best compared isomer or geometry (same formula, charge and spin) in kcal/mol: 48.54
HOMO in eV: -9.09
Strongest force on any atom in Eh/bohr: 0.0113
Total energy in hartree: -348.1275
SMILES: C=C[C@@H](C)O.CO
M in g/mol: 104.15

ORCA input file:
```
! wB97M-V def2-TZVPD RIJCOSX def2/J DEFGRID3
* xyz 0 1
C 0.570 1.605 0.801
C 0.125 1.016 -0.304
C -1.250 0.390 -0.413
C -1.544 -0.187 -1.791
O -1.398 -0.622 0.595
H 0.000 1.584 1.727
H 1.533 2.106 0.818
H 0.726 1.012 -1.211
H -1.969 1.192 -0.197
H -0.887 -1.037 -2.005
H -2.587 -0.525 -1.854
H -1.395 0.571 -2.566
H -2.279 -1.009 0.485
C 2.025 -0.934 1.164
O 1.228 -1.222 0.025
H 2.526 -1.857 1.462
H 2.790 -0.182 0.913
H 1.471 -0.541 2.032
H 0.313 -1.358 0.319
*
```

=====

Record 6
C5H12O2 | wB97M-V/def2-TZVPD

Values from the calculation:
Kohn-Sham gap in eV: 10.521
Energy relative to the best compared isomer or geometry (same formula, charge and spin) in kcal/mol: 79.15
HOMO in eV: -9.54
Strongest force on any atom in Eh/bohr: 0.0299
Total energy in hartree: -348.0787
SMILES: C1CCOC1.CO
M in g/mol: 104.15

ORCA input file:
```
! wB97M-V def2-TZVPD RIJCOSX def2/J DEFGRID3
* xyz 0 1
C -0.114 -1.038 -0.439
C -0.683 0.655 -0.107
C -1.732 0.312 0.913
O -2.265 -0.936 0.555
C -1.157 -1.791 0.389
H -0.248 -1.178 -1.516
H 0.865 -1.561 -0.255
H -1.058 0.926 -1.087
H -0.185 1.579 0.271
H -2.545 1.040 0.964
H -1.254 0.273 1.913
H -0.742 -2.056 1.379
H -1.524 -2.712 -0.075
C 2.315 1.302 -0.664
O 1.730 0.753 0.483
H 2.338 2.393 -0.564
H 1.794 1.059 -1.609
H 3.337 0.924 -0.733
H 1.130 0.054 0.182
*
```

=====

Record 7
C5H12O2 | wB97M-V/def2-TZVPD

Values from the calculation:
Kohn-Sham gap in eV: 10.809
Energy relative to the best compared isomer or geometry (same formula, charge and spin) in kcal/mol: 25.11
HOMO in eV: -9.81
Strongest force on any atom in Eh/bohr: 0.0088
Total energy in hartree: -348.1648
SMILES: CO[C@@H](C)CCO
M in g/mol: 104.15

ORCA input file:
```
! wB97M-V def2-TZVPD RIJCOSX def2/J DEFGRID3
* xyz 0 1
C -1.638 -0.433 1.488
O -0.312 -0.252 1.046
C -0.171 0.473 -0.180
C -0.409 1.963 0.031
C 1.241 0.166 -0.676
C 1.378 -1.244 -1.251
O 0.923 -2.256 -0.380
H -2.115 0.517 1.762
H -1.588 -1.066 2.377
H -2.250 -0.934 0.724
H -0.906 0.082 -0.905
H 0.319 2.363 0.744
H -1.416 2.162 0.414
H -0.305 2.501 -0.917
H 1.924 0.304 0.173
H 1.526 0.893 -1.446
H 0.820 -1.291 -2.201
H 2.432 -1.438 -1.491
H 0.460 -1.814 0.349
*
```

=====

Record 8
C5H12O2 | wB97M-V/def2-TZVPD

Values from the calculation:
Kohn-Sham gap in eV: 10.945
Energy relative to the best compared isomer or geometry (same formula, charge and spin) in kcal/mol: 18.30
HOMO in eV: -10.13
Strongest force on any atom in Eh/bohr: 0.0075
Total energy in hartree: -348.1757
SMILES: CC[C@@H](O)[C@@H](C)O
M in g/mol: 104.15

ORCA input file:
```
! wB97M-V def2-TZVPD RIJCOSX def2/J DEFGRID3
* xyz 0 1
C 2.278 0.150 1.425
C 0.837 0.511 1.074
C 0.396 0.121 -0.346
O 0.751 -1.215 -0.663
C -1.121 0.361 -0.523
C -1.722 -0.323 -1.768
O -1.755 -0.143 0.653
H 2.463 -0.914 1.249
H 3.010 0.718 0.840
H 2.465 0.353 2.486
H 0.164 0.010 1.776
H 0.667 1.588 1.210
H 0.937 0.734 -1.082
H 0.241 -1.783 -0.070
H -1.253 1.456 -0.571
H -2.371 -1.148 -1.442
H -2.341 0.354 -2.368
H -0.941 -0.770 -2.387
H -2.704 -0.060 0.509
*
```